--- w ---
{"formula": "C2H8N2S", "method": "the ωB97M-V functional and the def2-TZVPD basis", "species": ["C", "S", "H", "H", "H", "N", "C", "N", "H", "H", "H", "H", "H"], "coordinates": [[-2.875, -1.505, 1.289], [-1.562, -0.522, 0.532], [-2.912, -2.484, 0.801], [-2.666, -1.662, 2.338], [-3.860, -1.057, 1.127], [0.905, 1.236, -1.453], [2.144, 0.953, -1.123], [2.365, 0.592, 0.124], [0.228, 0.956, -0.758], [0.613, 1.781, -2.245], [2.959, 1.199, -1.801], [3.108, -0.025, 0.422], [1.553, 0.539, 0.747]], "e_lumo_ha": -0.02491, "gap_ev": 4.97}


--- x ---
{"formula": "C2H8N2S", "method": "the ωB97M-V functional and the def2-TZVPD basis", "species": ["C", "C", "H", "H", "H", "H", "N", "S", "N", "H", "H", "H", "H"], "coordinates": [[-1.550, -1.844, -0.073], [-1.524, -0.564, 0.233], [-1.784, -2.615, 0.691], [-1.237, -2.073, -1.160], [-1.459, -0.139, 1.175], [-1.216, 0.056, -0.544], [1.540, -1.111, -0.021], [1.393, 0.391, 0.709], [1.872, 1.300, -0.532], [0.785, -1.789, -0.390], [1.999, -1.802, 0.574], [1.245, 1.542, -1.276], [2.858, 1.014, -0.771]], "e_lumo_ha": 0.03712, "gap_ev": 9.42}


--- y ---
{"formula": "C2H8N2S", "method": "the ωB97M-V functional and the def2-TZVPD basis", "species": ["H", "N", "C", "S", "H", "H", "C", "N", "H", "H", "H", "H", "H"], "coordinates": [[-1.176, 1.350, -1.136], [-0.356, 0.858, -1.140], [-0.110, 0.293, -2.295], [-1.118, -0.079, -3.587], [0.654, -0.465, -2.421], [-0.633, -1.134, -4.553], [0.562, -0.115, 2.671], [0.395, -0.391, 1.259], [1.586, -0.161, 2.903], [0.295, 0.836, 3.053], [0.030, -0.823, 3.285], [0.488, 0.468, 0.782], [-0.615, -0.637, 1.179]], "e_lumo_ha": 0.00549, "gap_ev": 9.14}


Energetically preferred structure: w | next structure: +0.0093 hartree


--- w ---
{"formula": "C3H3BrF2", "method": "the ωB97M-V functional and the def2-TZVPD basis", "species": ["C", "C", "C", "F", "F", "Br", "H", "H", "H"], "coordinates": [[0.555, -0.701, 0.038], [0.249, 0.517, 0.357], [-1.312, 1.341, -0.390], [0.757, 1.375, 1.187], [-0.862, 1.642, -1.651], [-2.706, 0.039, -0.385], [1.355, -1.277, 0.536], [0.016, -1.257, -0.857], [-1.529, 2.075, 0.349]], "e_lumo_ha": 0.02991, "gap_ev": 10.92}


--- x ---
{"formula": "C3H3BrF2", "method": "the ωB97M-V functional and the def2-TZVPD basis", "species": ["C", "C", "C", "F", "F", "Br", "H", "H", "H"], "coordinates": [[1.480, 0.817, 0.054], [1.179, -0.406, -0.148], [-1.486, -0.596, 0.025], [-1.982, -1.261, -1.023], [-1.911, -1.175, 1.150], [-1.907, 1.266, -0.030], [2.494, 1.200, 0.091], [0.712, 1.577, 0.193], [1.420, -1.423, -0.312]], "e_lumo_ha": [0.00065, -0.01838], "gap_ev": [9.09, 8.24]}


--- y ---
{"formula": "C3H3BrF2", "method": "the ωB97M-V functional and the def2-TZVPD basis", "species": ["C", "C", "Br", "C", "F", "F", "H", "H", "H"], "coordinates": [[-0.007, 0.033, 0.244], [-0.761, -0.467, 1.404], [0.092, -0.450, 3.012], [-2.547, -0.402, 1.370], [-3.241, -0.903, 2.400], [-2.956, -0.890, 0.203], [-0.565, 0.585, -0.494], [0.834, 0.516, 0.417], [0.216, -0.874, -0.411]], "e_lumo_ha": [-0.00992, -0.00834], "gap_ev": [8.57, 8.14]}


Energetically preferred structure: w | next structure: +0.0505 hartree


--- w ---
{"formula": "C14H16", "method": "the ωB97M-V functional and the def2-TZVPD basis", "species": ["C", "C", "C", "C", "C", "C", "C", "H", "H", "H", "H", "H", "H", "H", "H", "C", "C", "C", "C", "C", "C", "C", "H", "H", "H", "H", "H", "H", "H", "H"], "coordinates": [[-2.861, 2.873, -2.515], [-2.055, 1.636, -2.677], [-1.962, 0.732, -1.593], [-1.057, -0.278, -1.735], [-0.450, -0.611, -2.975], [-0.729, 0.199, -4.040], [-1.511, 1.363, -3.901], [-3.889, 2.679, -2.161], [-2.888, 3.606, -3.316], [-2.520, 3.558, -1.696], [-2.669, 0.863, -0.769], [-0.893, -1.076, -0.962], [-0.106, -1.628, -3.166], [-0.375, -0.050, -5.044], [-1.665, 1.873, -4.859], [-0.172, 0.729, 2.910], [0.882, -0.340, 2.757], [1.026, -1.291, 3.813], [2.073, -2.164, 3.780], [3.010, -2.100, 2.771], [2.886, -1.202, 1.695], [1.758, -0.371, 1.688], [0.085, 1.729, 3.259], [-0.994, 0.381, 3.534], [-0.517, 0.972, 1.905], [0.196, -1.332, 4.515], [2.027, -3.018, 4.428], [3.843, -2.787, 2.822], [3.662, -1.197, 0.949], [1.422, 0.220, 0.847]], "e_lumo_ha": 0.03411, "gap_ev": 9.79}


--- x ---
{"formula": "C14H16", "method": "the ωB97M-V functional and the def2-TZVPD basis", "species": ["C", "C", "C", "C", "C", "C", "C", "H", "H", "H", "H", "H", "H", "H", "H", "C", "C", "C", "C", "C", "C", "C", "H", "H", "H", "H", "H", "H", "H", "H"], "coordinates": [[4.806, 0.730, -1.197], [3.532, -0.042, -1.269], [2.913, -0.120, -2.515], [1.768, -0.886, -2.665], [1.232, -1.593, -1.612], [1.805, -1.468, -0.336], [2.922, -0.644, -0.171], [5.677, 0.059, -1.258], [4.971, 1.388, -0.346], [5.022, 1.328, -2.087], [3.268, 0.433, -3.373], [1.321, -0.974, -3.648], [0.411, -2.279, -1.773], [1.398, -2.053, 0.475], [3.263, -0.461, 0.840], [-4.017, 0.381, 3.347], [-3.228, 0.395, 2.058], [-2.388, -0.637, 1.643], [-1.774, -0.578, 0.408], [-2.055, 0.451, -0.472], [-2.828, 1.521, -0.055], [-3.388, 1.510, 1.243], [-4.425, -0.605, 3.586], [-4.874, 1.047, 3.288], [-3.407, 0.668, 4.208], [-2.288, -1.524, 2.255], [-1.162, -1.407, 0.079], [-1.578, 0.530, -1.443], [-2.975, 2.400, -0.665], [-3.919, 2.429, 1.452]], "e_lumo_ha": 0.03589, "gap_ev": 9.92}


Energetically preferred structure: x | next structure: +0.0287 hartree


--- w ---
{"formula": "C14H16", "method": "the ωB97M-V functional and the def2-TZVPD basis", "species": ["C", "C", "C", "C", "C", "C", "C", "H", "H", "H", "H", "H", "H", "H", "H", "C", "C", "C", "C", "C", "C", "C", "H", "H", "H", "H", "H", "H", "H", "H"], "coordinates": [[1.517, -0.796, -2.352], [2.301, 0.050, -1.381], [3.641, -0.159, -1.049], [4.265, 0.612, -0.087], [3.627, 1.709, 0.493], [2.298, 1.914, 0.182], [1.628, 1.045, -0.677], [2.116, -1.237, -3.150], [0.840, -0.143, -2.898], [1.074, -1.658, -1.865], [4.244, -0.872, -1.597], [5.304, 0.381, 0.114], [4.166, 2.290, 1.229], [1.709, 2.720, 0.604], [0.607, 1.261, -0.970], [-4.140, 1.124, 0.995], [-3.132, 0.004, 0.914], [-2.294, -0.086, -0.193], [-1.285, -1.045, -0.231], [-1.154, -1.941, 0.820], [-2.075, -1.944, 1.860], [-3.031, -0.937, 1.933], [-3.812, 1.999, 0.438], [-4.326, 1.513, 1.996], [-5.081, 0.751, 0.604], [-2.466, 0.635, -0.985], [-0.461, -0.894, -0.919], [-0.358, -2.675, 0.784], [-1.926, -2.620, 2.693], [-3.796, -1.000, 2.697]], "e_lumo_ha": 0.03378, "gap_ev": 9.89}


--- x ---
{"formula": "C14H16", "method": "the ωB97M-V functional and the def2-TZVPD basis", "species": ["C", "C", "C", "C", "C", "C", "C", "H", "H", "H", "H", "H", "H", "H", "H", "C", "C", "C", "C", "C", "C", "C", "H", "H", "H", "H", "H", "H", "H", "H"], "coordinates": [[-1.154, -0.340, -3.408], [-0.029, 0.428, -2.800], [0.385, 0.211, -1.501], [1.335, 1.056, -0.928], [1.782, 2.167, -1.613], [1.430, 2.343, -2.954], [0.598, 1.430, -3.555], [-1.170, -1.376, -3.030], [-1.163, -0.385, -4.487], [-2.153, -0.077, -3.045], [0.038, -0.660, -0.964], [1.640, 0.920, 0.100], [2.269, 2.950, -1.039], [1.923, 3.161, -3.458], [0.300, 1.498, -4.599], [0.226, -2.946, 3.013], [-0.153, -1.540, 2.616], [-1.474, -1.294, 2.224], [-1.919, -0.019, 1.936], [-1.026, 1.047, 2.057], [0.285, 0.800, 2.398], [0.747, -0.488, 2.670], [-0.366, -3.633, 2.422], [0.023, -3.148, 4.066], [1.289, -3.107, 2.843], [-2.158, -2.133, 2.109], [-2.899, 0.144, 1.525], [-1.321, 2.067, 1.844], [0.951, 1.635, 2.593], [1.764, -0.712, 2.964]], "e_lumo_ha": 0.03365, "gap_ev": 9.72}


Energetically preferred structure: x | next structure: +0.0043 hartree